Entry 1:
DFT (ωB97M-V/def2-TZVPD) results for a molecular structure, C30H38AuN4O at a distorted geometry.

frontier orbital gap (spin up / spin down): 4.62 / 5.81 eV
electronic energy: -43423.37985 eV
spin multiplicity: 3
expectation value of S²: 2.018
total charge: -1

Geometry (Å):
Au 0.254 -0.199 -0.510
N 0.373 -2.871 2.608
N -0.159 -2.786 -1.829
C 0.827 2.013 -0.462
C 2.001 1.253 -0.096
C 1.777 0.738 1.230
C 2.673 -0.168 1.991
H 3.550 -0.444 1.394
H 2.151 -1.090 2.286
H 3.044 0.317 2.911
C 0.548 1.286 1.720
C 0.026 1.064 3.090
H 0.517 1.737 3.812
H 0.203 0.033 3.431
H -1.053 1.257 3.142
C -0.039 2.060 0.686
C -1.261 2.892 0.799
H -2.019 2.404 1.424
H -1.708 3.075 -0.185
H -1.036 3.872 1.250
C 3.234 1.091 -0.911
H 3.980 1.868 -0.681
H 3.009 1.163 -1.982
H 3.707 0.119 -0.727
C 0.682 2.797 -1.719
H -0.375 3.012 -1.917
H 1.065 2.220 -2.570
H 1.221 3.757 -1.694
C -0.319 -3.578 3.531
H 0.093 -3.584 4.546
C -1.542 -4.258 3.207
H -2.075 -4.762 4.037
C -2.018 -4.239 1.869
H -2.947 -4.786 1.628
C -1.278 -3.507 0.935
H -1.562 -3.467 -0.101
C -0.103 -2.763 1.336
C 0.717 -2.014 0.517
H 1.628 -2.461 0.179
C -0.246 -1.534 -2.016
C 0.162 -3.458 -2.983
H 0.536 -4.413 -2.854
C -0.019 -2.516 -4.060
H 0.059 -2.783 -5.076
N -0.387 -1.367 -3.436
C -0.518 -0.131 -4.141
C 0.518 0.270 -4.996
C 0.374 1.429 -5.750
H 1.189 1.753 -6.439
C -0.797 2.209 -5.661
C -0.994 3.379 -6.566
H -1.530 4.178 -6.048
H -1.582 3.082 -7.443
H -0.023 3.744 -6.910
C -1.803 1.829 -4.749
H -2.714 2.460 -4.641
C -1.692 0.651 -4.011
C -2.783 0.175 -3.107
H -3.025 -0.885 -3.274
H -3.683 0.765 -3.315
H -2.553 0.298 -2.035
C 1.805 -0.506 -5.004
H 1.693 -1.534 -5.386
H 2.260 -0.561 -3.999
H 2.518 0.009 -5.654
C -3.039 -0.772 2.406
C -3.392 -0.296 1.027
N -4.686 -0.297 0.703
O -2.537 0.125 0.188
H -3.526 -1.735 2.621
H -3.382 -0.047 3.163
H -1.957 -0.894 2.496
H -4.973 -0.007 -0.213
H -5.406 -0.661 1.348



Entry 2:
DFT (ωB97M-V/def2-TZVPD) results for a molecular structure, C30H38Br2N6O2RuSi at a distorted geometry.

frontier orbital gap (spin up / spin down): 6.51 / 6.44 eV
electronic energy: -195301.24674 eV
spin multiplicity: 2
expectation value of S²: 0.767
total charge: +1

Geometry (Å):
Ru -0.278 0.138 -0.382
C 0.259 -1.340 -4.043
C -0.225 0.072 -3.929
C -0.112 0.923 -5.052
C -0.630 2.183 -5.018
C -1.335 2.610 -3.870
C -1.997 3.848 -3.743
Br -1.968 5.113 -5.151
C -2.698 4.137 -2.612
C -2.783 3.201 -1.569
Br -3.890 3.603 -0.096
C -2.131 1.982 -1.597
O -2.195 1.078 -0.648
C -1.386 1.711 -2.787
N -0.791 0.485 -2.813
H 1.341 -1.370 -4.186
H -0.194 -1.809 -4.918
H -0.012 -1.906 -3.158
H 0.390 0.550 -5.936
H -0.537 2.851 -5.864
H -3.213 5.083 -2.516
C 1.742 -0.289 2.106
Si 0.531 -1.509 1.299
C 1.595 -3.061 1.271
C -0.983 -1.899 2.343
C -2.266 -1.779 1.796
C -3.384 -2.201 2.505
C -3.236 -2.722 3.783
C -1.972 -2.812 4.355
C -0.852 -2.412 3.637
H 2.133 -0.728 3.032
H 1.306 0.676 2.344
H 2.583 -0.122 1.428
H 1.773 -3.345 2.312
H 2.563 -2.878 0.801
H 1.124 -3.913 0.772
H -2.385 -1.363 0.802
H -4.368 -2.127 2.059
H -4.105 -3.055 4.337
H -1.854 -3.207 5.357
H 0.131 -2.512 4.088
C 4.177 -3.050 -1.975
C 2.689 -3.323 -2.010
N 1.984 -2.108 -1.629
C 2.469 -0.847 -1.712
N 1.732 0.148 -1.252
C 2.243 1.517 -1.307
C 3.756 1.535 -1.250
C 4.285 0.656 -2.362
N 3.690 -0.676 -2.268
C 4.433 -1.811 -2.811
H 4.743 -3.895 -2.363
H 4.490 -2.870 -0.944
H 2.416 -4.115 -1.315
H 2.389 -3.636 -3.015
H 1.104 -2.176 -1.152
H 1.822 2.061 -0.463
H 1.898 2.002 -2.227
H 4.086 1.141 -0.286
H 4.144 2.548 -1.353
H 5.366 0.548 -2.283
H 4.065 1.098 -3.339
H 5.491 -1.558 -2.806
H 4.139 -1.996 -3.849
N -0.540 1.579 1.295
C -1.258 1.709 2.199
N -1.979 1.842 3.267
C -1.642 1.129 4.511
C -2.926 0.580 5.111
O -3.876 1.613 5.313
C -4.237 2.200 4.073
C -3.034 2.853 3.421
H -1.193 1.837 5.212
H -0.942 0.323 4.301
H -2.721 0.131 6.080
H -3.339 -0.182 4.440
H -5.001 2.947 4.282
H -4.653 1.437 3.405
H -2.664 3.651 4.069
H -3.296 3.268 2.453



Entry 3:
DFT (ωB97M-V/def2-TZVPD) results for a molecular structure, C30H38GeN3O5SSi2TeW at a distorted geometry.

frontier orbital gap (spin up / spin down): 4.62 / 4.62 eV
electronic energy: -138646.55660 eV
spin multiplicity: 1
total charge: +1

Geometry (Å):
W -0.990 -1.613 -2.211
C 2.637 1.857 2.989
Si 3.162 2.507 1.341
C 2.115 4.123 1.295
C 5.022 2.540 0.965
C 2.447 1.523 -0.230
Te 1.380 -0.265 0.288
C 2.806 -1.503 -1.058
Si 4.323 -2.222 -0.081
C 5.169 -3.482 -1.352
C 5.973 -1.192 0.155
C 3.631 -2.995 1.500
H 3.583 1.604 3.594
H 2.200 0.845 2.967
H 2.111 2.567 3.632
H 2.432 4.681 2.190
H 1.103 3.871 1.480
H 2.203 4.672 0.356
H 5.653 2.776 1.856
H 5.350 3.253 0.189
H 5.372 1.547 0.715
H 3.145 1.304 -1.038
H 1.620 2.171 -0.660
H 2.794 -1.081 -2.093
H 2.313 -2.458 -1.179
H 5.475 -3.081 -2.330
H 4.542 -4.308 -1.736
H 6.003 -3.904 -0.717
H 5.982 -0.333 -0.476
H 6.874 -1.801 -0.024
H 6.137 -0.831 1.179
H 3.223 -4.014 1.317
H 2.738 -2.395 1.778
H 4.402 -2.903 2.335
C -0.067 0.164 -1.061
Ge -1.923 0.878 -0.659
C -2.149 2.623 -1.468
C -2.787 2.766 -2.752
C -2.929 4.042 -3.276
C -2.720 5.150 -2.481
C -2.067 5.034 -1.231
C -1.715 3.792 -0.809
C -1.863 0.780 1.364
C -1.759 -0.439 2.065
C -1.610 -0.418 3.483
C -1.431 0.786 4.120
C -1.731 1.975 3.487
C -1.984 1.994 2.088
C -3.700 0.025 -0.817
C -4.208 -0.303 -2.038
C -5.536 -0.711 -2.288
C -6.450 -0.695 -1.265
C -5.967 -0.312 0.069
C -4.652 -0.037 0.284
H 0.200 1.013 -1.720
H -3.111 1.882 -3.309
H -3.318 4.144 -4.261
H -3.155 6.122 -2.824
H -1.890 5.956 -0.672
H -0.979 3.749 0.055
H -1.677 -1.397 1.499
H -1.513 -1.411 4.005
H -1.089 0.800 5.169
H -1.802 2.950 4.002
H -2.300 2.962 1.544
H -3.462 -0.341 -2.862
H -5.894 -1.158 -3.244
H -7.548 -0.782 -1.458
H -6.574 -0.377 0.937
H -4.319 0.273 1.249
O -1.825 -0.637 -3.348
N -0.525 -3.215 -2.937
C -0.221 -4.558 -3.054
C 0.952 -5.095 -2.379
N 2.020 -5.412 -1.962
C -0.878 -5.254 -4.046
N -1.449 -5.753 -4.925
O -4.067 -6.376 2.674
S -3.310 -5.216 2.819
O -1.953 -5.348 3.257
O -2.025 -2.122 -0.870
O -3.971 -3.951 2.908